Record 1
The following is a DFT calculation (ωB97M-V/def2-TZVPD) of a 7-piece molecular cluster, C32H35N6O3P overall.

The calculation puts the HOMO energy at -9.44 eV. The total energy is -2135.92795 hartree. The calculation puts the gap between HOMO and LUMO at 9.74 eV. The LUMO energy is 0.3006 eV. As for the charge: 0. The largest force on an atom comes out at 0.9 eV/A.

Element x y z (Å)
1 C -4.117 -4.138 -0.476
2 O -3.095 -4.285 0.532
3 C -1.847 -4.068 0.063
4 O -1.008 -4.924 -0.002
5 P -1.539 -2.277 -0.432
6 O -2.472 -1.362 0.260
7 H -4.902 -3.521 -0.067
8 H -3.738 -3.679 -1.382
9 H -4.479 -5.127 -0.726
10 H -1.785 -2.277 -1.817
11 H -0.172 -2.056 -0.216
12 N -4.176 -8.666 1.310
13 C -3.402 -7.908 0.536
14 C -2.761 -8.375 -0.602
15 C -2.930 -9.704 -0.955
16 C -3.731 -10.506 -0.159
17 C -4.329 -9.939 0.957
18 H -3.289 -6.875 0.848
19 H -2.142 -7.711 -1.190
20 H -2.445 -10.108 -1.835
21 H -3.890 -11.549 -0.396
22 H -4.964 -10.533 1.604
23 N 0.101 3.333 2.568
24 C -0.951 3.129 1.777
25 C -1.446 1.875 1.454
26 C -0.809 0.764 1.978
27 C 0.291 0.956 2.801
28 C 0.702 2.254 3.066
29 H -1.415 4.027 1.382
30 H -2.304 1.769 0.805
31 H -1.173 -0.227 1.731
32 H 0.821 0.117 3.232
33 H 1.554 2.446 3.708
34 N -3.009 8.508 4.387
35 C -2.036 7.604 4.303
36 C -1.904 6.709 3.252
37 C -2.841 6.754 2.234
38 C -3.862 7.688 2.303
39 C -3.899 8.539 3.398
40 H -1.326 7.602 5.123
41 H -1.089 5.996 3.232
42 H -2.776 6.074 1.395
43 H -4.613 7.757 1.529
44 H -4.679 9.285 3.492
45 N -0.847 3.432 -2.392
46 C -0.693 4.026 -3.574
47 C 0.450 4.717 -3.945
48 C 1.493 4.802 -3.037
49 C 1.350 4.191 -1.803
50 C 0.166 3.520 -1.532
51 H -1.533 3.939 -4.255
52 H 0.520 5.177 -4.921
53 H 2.404 5.328 -3.290
54 H 2.137 4.230 -1.062
55 H 0.014 3.026 -0.581
56 N 4.820 4.314 -3.677
57 C 5.222 3.106 -4.064
58 C 6.117 2.328 -3.346
59 C 6.626 2.833 -2.161
60 C 6.219 4.089 -1.744
61 C 5.318 4.784 -2.535
62 H 4.801 2.748 -4.997
63 H 6.406 1.351 -3.709
64 H 7.328 2.257 -1.572
65 H 6.591 4.523 -0.827
66 H 4.972 5.770 -2.242
67 N 1.943 -3.909 -0.451
68 C 2.793 -3.023 0.067
69 C 3.806 -3.354 0.953
70 C 3.943 -4.681 1.326
71 C 3.067 -5.614 0.798
72 C 2.089 -5.179 -0.083
73 H 2.651 -1.994 -0.248
74 H 4.467 -2.591 1.339
75 H 4.720 -4.982 2.017
76 H 3.136 -6.660 1.063
77 H 1.381 -5.876 -0.515

Results of the Löwdin charge analysis, in e, for atoms 1 through 2:
1 C -0.043
2 O -0.097



Record 2
The following is a DFT calculation (ωB97M-V/def2-TZVPD) of C32H36BaF3N2O5Sb as an isolated structure in a non-equilibrium geometry.

The calculation puts the HOMO energy at -1.97 eV. The total energy is -2292.04429 hartree. The calculation puts the gap between HOMO and LUMO at 6.23 eV. The LUMO energy is 4.2578 eV. As for the charge: -2. The largest force on an atom comes out at 3.0 eV/A. The energy above the lowest of the compared OMol25 structures with the same formula, charge and spin is 50.47 kcal per mole.

Element x y z (Å)
1 Ba -0.123 -0.074 -0.091
2 O 2.211 1.274 1.471
3 C 3.406 0.726 0.984
4 C 3.504 -0.782 1.189
5 N 2.449 -1.496 0.508
6 C 2.763 -1.853 -0.849
7 C 2.670 -0.593 -1.744
8 O 3.629 -0.336 -2.474
9 O 1.605 0.064 -1.638
10 C 1.870 -2.514 1.354
11 C 1.062 -1.739 2.438
12 O 1.235 -2.016 3.622
13 O 0.328 -0.837 1.954
14 H 1.574 0.539 1.572
15 H 4.236 1.204 1.527
16 H 3.528 0.961 -0.082
17 H 3.416 -0.974 2.264
18 H 4.505 -1.111 0.853
19 H 2.022 -2.564 -1.219
20 H 3.772 -2.295 -0.965
21 H 2.621 -3.177 1.823
22 H 1.160 -3.114 0.782
23 C -1.040 1.391 -4.582
24 C -1.468 0.256 -5.256
25 C -1.902 -0.826 -4.518
26 C -1.893 -0.766 -3.114
27 N -1.439 0.318 -2.489
28 C -1.044 1.352 -3.197
29 C -2.372 -1.875 -2.282
30 C -3.413 -2.664 -2.783
31 C -3.889 -3.740 -2.062
32 C -3.314 -4.022 -0.834
33 C -2.303 -3.213 -0.339
34 C -1.782 -2.098 -1.016
35 H -0.703 2.269 -5.114
36 H -1.461 0.222 -6.342
37 H -2.223 -1.724 -5.027
38 H -0.717 2.208 -2.623
39 H -3.891 -2.412 -3.724
40 H -4.710 -4.340 -2.441
41 H -3.686 -4.864 -0.256
42 H -1.906 -3.446 0.645
43 C -0.741 4.983 -1.238
44 C 0.482 4.645 -2.070
45 Sb 1.586 2.899 -1.221
46 C 2.618 2.534 -3.114
47 C 2.908 3.734 -3.994
48 C 3.171 4.238 -0.447
49 C 2.674 5.037 0.739
50 H -1.346 5.770 -1.698
51 H -0.447 5.327 -0.250
52 H -1.373 4.106 -1.101
53 H 1.149 5.508 -2.139
54 H 0.171 4.382 -3.083
55 H 2.008 1.808 -3.649
56 H 3.539 2.021 -2.844
57 H 1.990 4.138 -4.420
58 H 3.564 3.455 -4.822
59 H 3.406 4.525 -3.432
60 H 3.486 4.908 -1.247
61 H 4.030 3.630 -0.165
62 H 1.801 5.621 0.453
63 H 3.435 5.726 1.121
64 H 2.384 4.366 1.545
65 F -9.591 2.321 2.432
66 C -8.955 3.051 1.492
67 F -9.760 3.015 0.406
68 F -9.051 4.339 1.939
69 C -7.560 2.625 1.225
70 C -6.943 2.967 0.020
71 C -5.640 2.604 -0.217
72 C -4.899 1.886 0.739
73 C -5.536 1.556 1.951
74 C -6.839 1.920 2.190
75 C -3.562 1.514 0.510
76 C -2.389 1.199 0.348
77 H -7.509 3.514 -0.720
78 H -5.161 2.860 -1.151
79 H -4.976 1.001 2.688
80 H -7.321 1.662 3.123

Results of the Löwdin charge analysis, in e, for atoms 1 through 2:
1 Ba 1.859
2 O -0.157